[1]
A molecular structure, C21H35N2O2OsSi2. Source: the Open Molecules 2025 dataset; level of theory: ωB97M-V with the def2-TZVPD basis set.

Geometry as XYZ:
```
63
Properties=species:S:1:pos:R:3:forces:R:3
Os 0.4270 0.5138 0.9251 0.292 -0.040 0.114
Si 0.0095 1.8553 -2.3708 0.023 -0.184 0.047
Si 0.6792 -1.2916 -1.8898 0.055 -0.188 0.125
O -1.1350 -0.7564 3.5097 0.019 -0.037 0.012
O 0.0591 -1.3107 1.6838 -0.011 -0.080 0.131
N -1.6216 0.5955 0.7209 -0.219 -0.083 -0.095
N -1.7150 -3.2108 4.1996 -0.039 0.027 0.051
C 2.5211 0.3805 2.0071 0.096 0.053 -0.010
C 1.6317 0.8406 3.0265 0.105 -0.127 0.003
C 0.8416 2.6057 1.5657 0.003 0.046 -0.062
C -1.6335 0.2823 -0.5947 -0.335 0.073 0.154
C 1.8174 1.9957 -2.7680 0.021 -0.004 -0.012
C 2.4738 -1.3932 -1.4542 0.056 -0.008 -0.007
C -3.9658 0.6713 0.7688 0.048 0.007 0.049
C -2.7385 0.8192 1.4054 -0.026 -0.027 0.046
C -0.6749 -1.5608 2.7252 -0.068 0.074 0.040
C 0.7610 1.8863 2.7999 -0.019 0.118 0.006
C -0.1966 0.3116 -0.9269 0.425 0.651 -0.365
C -4.0017 0.2764 -0.5595 0.063 -0.017 -0.067
C -2.8152 0.0816 -1.2715 -0.148 0.012 0.021
C -0.7424 3.3118 -1.4959 -0.011 0.034 0.087
C 1.8868 2.3227 0.6573 -0.193 -0.120 0.029
C 2.6853 1.1788 0.8454 -0.133 -0.002 0.005
C 0.4416 -1.3201 -3.7213 -0.001 0.153 -0.023
C -0.9173 -3.0530 2.9394 -0.015 -0.107 -0.003
C -0.2876 -2.6910 -1.1407 0.018 -0.032 0.014
C 3.3657 -0.8312 2.2587 -0.002 0.038 -0.098
C -1.0490 1.6104 -3.8662 0.000 -0.042 -0.015
H 0.0245 -3.5885 3.0374 -0.004 0.001 -0.031
H 2.0060 2.9310 -0.2282 -0.003 0.006 -0.016
H 3.0731 -0.5704 -1.8436 0.000 0.010 0.002
H 2.0560 1.4120 -3.6569 0.051 -0.010 -0.020
H -2.8305 -0.2020 -2.3139 0.022 -0.007 -0.009
H -0.6016 4.1628 -2.1704 -0.033 0.009 -0.012
H 0.0360 -2.8957 -0.1226 -0.024 -0.030 0.004
H -0.6954 0.8909 -4.5962 -0.015 -0.037 -0.006
H 0.0248 2.1617 3.5420 -0.022 0.011 -0.017
H 2.0386 3.0396 -3.0090 -0.005 0.012 -0.018
H -1.4715 -3.4760 2.1034 0.040 0.009 -0.008
H 2.5006 1.6887 -1.9778 -0.007 -0.013 -0.021
H 1.5577 0.2787 3.9503 -0.005 -0.014 -0.033
H 3.4341 0.9164 0.1097 0.003 -0.048 0.051
H 2.6419 -1.5007 -0.3832 0.009 -0.007 0.030
H -2.6484 1.0873 2.4487 0.000 0.011 -0.009
H -2.0931 1.4133 -3.6287 -0.015 -0.007 -0.025
H 4.0825 -0.9945 1.4576 -0.005 -0.022 -0.008
H 0.1847 3.4497 1.4087 -0.014 -0.048 -0.003
H 0.8524 -2.2929 -4.0150 0.016 -0.019 0.018
H -2.6339 -3.6275 4.0360 0.006 -0.012 0.004
H -1.8200 3.1726 -1.3878 -0.010 0.016 0.016
H 2.8495 -2.3046 -1.9304 0.019 0.009 -0.007
H -0.0697 -3.5736 -1.7491 -0.005 -0.019 0.004
H -0.3359 3.6008 -0.5321 0.031 -0.005 -0.049
H 0.9994 -0.5658 -4.2721 -0.011 -0.001 -0.033
H -4.9543 0.1375 -1.0540 -0.003 0.001 -0.005
H -1.2406 -3.7866 4.8989 -0.004 0.012 0.007
H -1.0384 2.5912 -4.3566 0.028 0.018 0.003
H -0.5996 -1.3107 -4.0378 -0.034 0.016 -0.005
H -4.8780 0.8545 1.3188 0.003 0.002 0.012
H -1.3672 -2.5434 -1.1585 -0.024 0.004 -0.018
H -1.8532 -2.2580 4.5846 0.012 -0.019 -0.009
H 3.9220 -0.6991 3.1879 -0.011 -0.002 0.012
H 2.7407 -1.7195 2.3612 0.011 -0.015 0.022
```
Positions in Å, forces in eV/Å.

Values from the calculation:
DFT total energy   -47618.1856 eV
E_LUMO (alpha / beta)   -0.4184 / -0.4187 Ha
Frontier orbital gap (alpha / beta)   6.54 / 6.53 eV
Net charge   +3
Energy above the lowest of the compared OMol25 structures with the same formula, charge and spin   32.4 kJ/mol
HOMO level (alpha / beta)   -17.92 / -17.92 eV

[2]
A molecular structure, C9H19BN6O4Ti. Source: the Open Molecules 2025 dataset; level of theory: ωB97M-V with the def2-TZVPD basis set.

Geometry as XYZ:
```
40
Properties=species:S:1:pos:R:3:forces:R:3
Ti -0.4139 -0.1172 -0.4028 0.787 1.124 0.507
O -1.2850 0.1768 -2.3165 0.066 0.419 1.759
O -1.0464 -1.6894 -0.8523 0.529 -0.059 0.842
O -2.4136 -3.0551 -1.9691 0.227 -0.185 0.181
O -1.6186 0.7325 0.8330 0.917 -0.483 -1.636
N 1.0392 -0.6098 0.8630 -1.036 0.295 -0.934
N 4.7116 0.6874 2.0634 -0.134 0.110 0.542
N 0.5988 1.3244 -1.3212 0.437 0.485 0.897
N 3.1064 -1.0702 2.0490 -0.250 0.549 0.106
N 4.8105 -0.9916 3.6072 -0.882 -0.975 0.376
N -3.1154 1.5706 2.1898 -0.944 0.696 -0.065
C 2.0771 -0.7548 1.4140 1.524 -0.113 0.890
C -3.5968 -0.5583 -2.7140 0.115 1.306 -0.381
C -2.3157 0.6009 1.8805 -0.107 -0.400 1.283
C 1.5553 1.9085 -0.9543 -0.621 -0.913 -0.699
C -2.1088 -0.8556 -2.8306 -0.222 -0.423 -1.222
C -2.1823 -0.5629 2.7818 -0.013 -0.614 0.742
C -1.8716 -2.0106 -1.8789 -0.847 -0.742 -1.110
C 4.1791 -0.4121 2.5942 0.750 0.124 -0.686
C -1.5630 -1.1286 -4.2452 -1.806 -0.067 -0.171
B 2.8875 2.3959 -0.4609 0.202 0.618 -0.405
H -1.2520 1.0020 -2.8130 0.022 0.015 -0.242
H 3.5869 1.4722 -0.7188 0.415 -0.538 -0.021
H 3.2370 3.3804 -1.0252 0.031 0.206 -0.133
H -3.7134 1.5692 3.0225 0.419 -0.077 -0.550
H -0.6539 -1.6726 -4.1796 0.801 -0.567 -0.133
H -1.3740 -0.1865 -4.7597 -0.036 0.112 0.093
H 5.6673 -0.6512 4.0221 -0.149 0.145 -0.259
H -3.9412 0.1407 -3.5061 0.204 -0.475 0.451
H 4.4361 -1.8651 3.9885 0.199 0.597 -0.285
H -2.9661 -0.6145 3.5493 0.381 0.333 -0.124
H 5.4740 1.2026 2.5206 -0.557 -0.560 -0.308
H -1.1847 -0.6270 3.2341 -0.175 0.486 0.050
H -4.1321 -1.4864 -2.7689 -0.354 -0.368 -0.222
H -3.2310 2.3097 1.4964 -0.021 0.017 0.478
H 2.6847 2.5841 0.6749 0.015 0.129 1.116
H 4.2882 1.1308 1.2652 -0.223 0.141 -0.270
H -2.2448 -1.5057 2.2668 -0.184 -0.307 -0.751
H -3.8034 -0.1010 -1.7372 -0.012 -0.083 -0.144
H -2.3119 -1.6624 -4.8622 0.530 0.041 0.435
```
Positions in Å, forces in eV/Å.

Values from the calculation:
DFT total energy   -50551.8300 eV
E_LUMO   -0.3026 Ha
Frontier orbital gap   7.99 eV
Net charge   +2
HOMO level   -16.23 eV

[3]
A molecular structure, C27H46BrNOP2PtS. Source: the Open Molecules 2025 dataset; level of theory: ωB97M-V with the def2-TZVPD basis set.

Geometry as XYZ:
```
80
Properties=species:S:1:pos:R:3:forces:R:3
Pt 0.0400 0.7232 -1.8278 0.012 -1.899 1.363
Br 1.0851 3.6441 -3.4805 -2.202 -0.432 1.141
S 1.3739 -0.2846 3.0928 -2.193 0.694 0.833
P 2.3455 0.5698 -1.8022 0.031 0.622 -0.050
P -0.4622 -1.6192 -0.7371 -0.480 -1.854 0.781
O 0.3935 0.2015 2.0335 0.848 -0.022 0.654
N -5.0965 -1.2881 4.2180 1.808 2.601 -2.023
C -4.0424 0.6664 2.5476 -0.103 -0.337 -0.543
C 1.8439 -3.0419 0.2931 0.131 -0.322 -0.334
C 3.4839 3.1295 -1.1046 0.365 0.382 0.379
C -2.5723 1.8660 -2.1146 2.290 0.838 0.051
C -0.3043 2.7413 -2.2223 1.044 1.085 -1.491
C -2.5647 2.2599 -0.7649 -1.831 -0.962 2.550
C 0.4595 -1.5146 4.1620 0.594 0.639 0.037
C -0.3088 -2.6814 -2.2622 0.173 0.237 0.526
C -5.3040 0.0581 2.2151 1.579 1.049 1.366
C 1.6139 1.1424 4.1893 0.279 -0.052 -0.082
C 4.9995 -0.1312 -1.2130 0.176 0.209 -0.173
C 3.5273 -0.5725 -1.1215 -0.032 -1.069 -0.202
C -5.6637 -1.0142 3.0580 -2.111 -0.558 -0.365
C -2.2961 -2.5623 1.3774 0.210 -0.152 0.055
C 0.4755 -2.5071 0.6638 -0.415 0.631 -0.259
C -1.3962 2.0343 -2.8731 0.087 1.447 0.049
C -0.5050 3.4755 -1.0026 -1.111 0.275 1.059
C -3.4946 1.5656 0.2518 0.938 -0.651 -1.921
C 2.4585 0.5888 -3.6822 -1.253 0.771 0.958
C -1.2213 -1.9941 -3.2699 0.286 -0.195 -0.336
C 2.5903 2.0047 -0.6125 -0.341 -0.445 -0.220
C -1.7083 3.2603 -0.2750 2.463 0.941 -1.834
C 3.7932 0.6541 -4.3668 0.410 0.001 0.017
C -3.3160 1.5621 1.5985 0.325 -0.711 -0.203
C -2.2247 -1.9290 -0.0198 -0.070 0.886 -0.692
C -3.9753 -0.6839 4.5973 1.054 -0.034 0.942
C -3.3827 0.3083 3.7566 -0.762 -0.700 0.060
H 2.6325 -2.4681 0.7540 0.379 0.055 0.049
H 4.5410 2.8283 -1.1863 -0.446 0.141 0.071
H 1.8862 1.5169 -3.8742 0.485 -0.702 -0.230
H 1.7968 -0.2238 -4.0648 0.540 0.194 0.465
H 3.2630 -0.7449 -0.0740 -0.025 -0.070 -0.198
H 3.5741 1.0001 -5.3656 0.236 0.037 -0.451
H 0.4715 -1.7209 1.4425 0.124 -0.983 -0.500
H -1.7217 -3.4967 1.4535 -0.618 0.321 -0.032
H -5.9274 0.5368 1.4254 0.355 -1.246 0.508
H 5.2721 0.2245 -2.2210 -0.060 -0.236 0.533
H 3.3543 -1.5031 -1.6815 0.324 0.012 0.281
H -3.5394 -0.9431 5.5812 -0.375 0.202 -0.577
H 0.6653 -1.2222 5.1916 0.233 0.099 0.014
H -2.1412 3.9766 0.4287 0.771 -0.461 0.455
H 0.6454 1.5279 4.5671 0.450 -0.316 -0.509
H -1.2567 -0.9223 -3.0707 -0.219 0.205 -0.137
H -2.3728 1.9643 1.9781 -0.622 0.624 0.153
H -3.3185 -2.8210 1.6553 -0.097 0.140 -0.217
H 3.3911 3.9378 -0.3570 0.322 -0.106 -0.525
H 4.4586 1.3748 -3.8947 0.020 0.047 -0.103
H -2.6938 -0.9195 -0.0080 0.174 -0.743 0.055
H -1.2112 1.9237 -3.9529 -0.937 -0.238 0.439
H -4.0171 0.7008 -0.2359 -0.497 1.323 0.563
H 1.9983 -3.0460 -0.7964 0.107 -0.099 0.456
H -6.5042 -1.6606 2.7939 -0.056 0.090 -0.072
H 5.6109 -1.0112 -0.9765 -0.035 0.319 -0.082
H -0.8444 -2.0919 -4.2756 0.000 -0.225 -0.389
H 0.3044 4.1864 -0.7513 -0.985 -0.173 0.092
H 1.9379 -4.0736 0.6411 0.109 0.141 -0.124
H -2.7975 -2.5262 -0.7552 0.408 0.222 0.267
H -2.2305 -2.3777 -3.2381 -0.281 -0.063 -0.002
H -2.4342 0.8196 4.0638 -1.209 -0.573 -0.079
H 2.1911 0.7316 5.0201 0.240 0.232 -0.004
H -0.5592 -3.7481 -2.1211 0.018 0.511 0.219
H 2.1876 1.8629 3.5900 -0.182 -0.047 0.430
H -3.5065 1.8699 -2.5651 -1.791 -1.580 -1.000
H 5.2341 0.6599 -0.4824 -0.092 -0.301 -0.302
H -1.9101 -1.8783 2.1449 -0.037 -0.075 -0.142
H -0.6168 -1.4436 3.9946 0.267 -0.046 -0.457
H 3.1380 3.4909 -2.0814 0.365 -0.013 0.571
H 0.7525 -2.6452 -2.5696 -0.429 0.063 0.070
H 0.9145 -2.4695 3.9706 -0.144 -0.542 -0.159
H 2.9766 1.4578 0.2811 -0.036 0.516 -0.556
H 4.2900 -0.3080 -4.4309 0.075 -0.089 0.023
H -0.1183 -3.3499 1.0671 0.297 0.765 -0.683
H 1.5892 2.3920 -0.3168 0.676 -0.246 -0.275
```
Positions in Å, forces in eV/Å.

Values from the calculation:
DFT total energy   -134935.3360 eV
E_LUMO (alpha / beta)   -0.4365 / -0.5702 Ha
Frontier orbital gap (alpha / beta)   6.20 / 4.03 eV
2S+1   5
Net charge   +4
⟨S²⟩   6.08
Energy above the lowest of the compared OMol25 structures with the same formula, charge and spin   485.2 kJ/mol
HOMO level (alpha / beta)   -18.07 / -19.54 eV

[4]
C7H13Br3OSi in the gas phase. Source: the Open Molecules 2025 dataset; level of theory: ωB97M-V with the def2-TZVPD basis set.

Geometry as XYZ:
```
25
Properties=species:S:1:pos:R:3:forces:R:3
Br 3.0205 -0.5398 1.8113 0.094 0.391 -1.074
Br 3.1891 -1.4744 -1.6002 -0.065 0.619 -0.044
Br 3.8722 2.0902 -0.4649 -0.599 -0.682 -0.303
Si 2.5769 0.2514 -0.3216 -0.279 -0.743 1.323
O 0.3621 0.3604 1.0181 0.048 -0.039 0.760
C 0.6299 0.5574 -0.3388 -0.166 1.799 -0.293
C -0.5207 -2.4433 1.3693 2.065 -3.347 0.603
C -0.9535 0.0585 1.4667 0.543 -0.256 1.078
C 0.3094 2.0056 -2.4262 0.784 -1.158 0.905
C -1.4060 -1.3184 1.1116 -1.869 0.160 -1.818
C -2.6124 -1.5208 0.5317 -0.265 2.220 1.550
C 0.2402 2.0148 -0.8639 0.191 -1.303 -0.215
H -3.3898 -0.7424 0.7332 0.848 -0.173 -1.007
H -0.8110 2.1884 -0.5312 0.832 0.051 -0.164
H 1.2945 2.4040 -2.8351 -1.619 -0.113 0.398
H -3.0332 -2.3846 0.0774 0.210 -1.080 0.198
H 0.1664 -2.7467 0.4937 -1.046 0.516 1.171
H 0.9089 2.7751 -0.4725 -0.158 0.101 0.346
H -0.0151 -0.0797 -0.9497 0.605 -0.621 -0.164
H -1.1689 -3.3502 1.6441 1.012 1.115 -0.714
H -0.6277 2.4487 -2.7336 0.350 0.539 -0.865
H -1.6052 0.8584 1.1752 -0.768 0.182 -0.220
H -0.8726 0.0396 2.5609 0.186 0.490 -0.069
H 0.2561 0.9287 -2.7198 0.041 0.766 -0.180
H 0.1899 -2.3807 2.2641 -0.974 0.566 -1.200
```
Positions in Å, forces in eV/Å.

Values from the calculation:
DFT total energy   -227524.1892 eV
E_LUMO   0.0060 Ha
Frontier orbital gap   9.56 eV
Net charge   0
SMILES   C=C(C)CO[C@@H](CC)[Si](Br)(Br)Br
Energy above the lowest of the compared OMol25 structures with the same formula, charge and spin   0.0 kJ/mol
HOMO level   -9.40 eV

Among the records above, which one has the highest net charge?
C27H46BrNOP2PtS

Look up the net charge of the fourth one.
0

Look up the DFT total energy of the fourth one.
-227524.1892 eV